Here is C21H47AlBN2O6S2 as an isolated structure in a non-equilibrium geometry from OMol25. Energies are from the ωB97M-V functional and the def2-TZVPD basis.

2S+1 = 1
HOMO energy = -0.1759 Ha
HOMO-LUMO gap = 6.543 eV
LUMO = 0.0646 hartree
total charge = -1

Last column: Löwdin charge in e.
Atoms and positions in Å:
1 C 6.4163 -1.7120 2.9026  -0.11
2 C 5.2495 -2.6379 2.1805  -0.26
3 N 4.0511 -1.8588 1.6901  -0.25
4 C 4.4027 -0.7944 0.6790  -0.24
5 C 5.1837 -1.3230 -0.6598  -0.14
6 C 2.9027 -2.7401 1.2583  -0.96
7 S 2.9113 -3.8935 0.0097  0.58
8 S 1.2655 -2.5943 2.2333  0.77
9 C -0.1531 -3.3345 1.1886  -0.48
10 C -1.5527 -3.5077 2.0571  -0.31
11 C -2.3478 -2.0749 2.0019  -0.27
12 Al -4.2860 -2.2007 1.2995  0.31
13 C -4.4002 -2.7544 -0.6969  -0.20
14 C -5.3949 -1.6387 -1.4416  -0.23
15 O -4.7672 -0.6761 -2.1358  -0.16
16 C -5.1133 -0.2846 1.4514  -0.25
17 C -4.8288 0.3473 2.9735  -0.15
18 C -4.3591 1.9159 2.7267  -0.30
19 O -3.2943 2.4590 3.3351  -0.07
20 O -5.0825 2.7908 1.7661  -0.04
21 B -5.4824 -3.4835 2.3846  -0.49
22 N -5.3109 -4.9866 2.5095  0.03
23 O -6.6342 -2.8688 3.1341  -0.07
24 H 6.5071 -2.0483 4.0441  0.08
25 H 7.4904 -1.9061 2.4364  0.08
26 H 6.1457 -0.5732 2.8984  0.07
27 H 4.8472 -3.3612 3.0384  0.13
28 H 5.7605 -3.3252 1.3833  0.10
29 H 4.9795 0.1387 1.1502  0.12
30 H 3.3660 -0.3387 0.3013  0.13
31 H 5.8357 -0.4406 -1.1283  0.08
32 H 5.9215 -2.2153 -0.4929  0.07
33 H 4.3801 -1.5808 -1.4942  0.07
34 H -0.2897 -2.5893 0.2881  0.08
35 H 0.1189 -4.4209 0.7994  0.07
36 H -1.3189 -3.7270 3.2015  0.10
37 H -2.2610 -4.3584 1.6390  0.09
38 H -2.3047 -1.6017 3.0929  0.06
39 H -1.7406 -1.3102 1.3155  0.07
40 H -4.9727 -3.7941 -0.7655  0.05
41 H -3.3361 -2.8152 -1.1996  0.07
42 H -6.5799 -1.7152 -1.3295  0.12
43 H -4.5431 0.4123 0.6873  0.07
44 H -6.2821 -0.3324 1.2365  0.07
45 H -3.9762 -0.2709 3.5311  0.10
46 H -5.8412 0.3168 3.5723  0.12
47 H -5.9659 2.3916 1.5097  0.11
48 H -4.3564 -5.1905 2.8849  0.05
49 H -5.4724 -5.4664 1.5969  0.05
50 H -7.4028 -3.4856 2.8901  0.09
51 C 0.7632 0.5486 -3.0537  -0.08
52 C -0.3470 -0.0487 -2.2071  -0.27
53 O -0.0516 -0.0642 -0.8111  -0.18
54 C 0.1811 1.2011 -0.1984  -0.27
55 C -0.9998 2.1505 -0.2979  -0.07
56 H 1.7003 0.0043 -2.8961  0.08
57 H 0.5018 0.4972 -4.1160  0.08
58 H 0.9476 1.5959 -2.8057  0.05
59 H -0.4962 -1.0914 -2.5060  0.12
60 H -1.3000 0.4614 -2.3852  0.11
61 H 1.0903 1.6561 -0.6057  0.10
62 H 0.3846 1.0032 0.8596  0.12
63 H -1.2415 2.3942 -1.3354  0.06
64 H -0.7818 3.0881 0.2238  0.08
65 H -1.8929 1.6988 0.1484  0.08
66 C 4.3313 5.6698 -2.1528  -0.08
67 C 3.9673 4.3945 -2.8927  -0.28
68 O 2.6182 3.9802 -2.6812  -0.17
69 C 1.6033 4.8942 -3.0876  -0.28
70 C 1.6418 5.2252 -4.5691  -0.08
71 H 4.1619 5.5506 -1.0775  0.08
72 H 5.3854 5.9176 -2.3168  0.08
73 H 3.7329 6.5203 -2.4859  0.06
74 H 4.6040 3.5817 -2.5284  0.12
75 H 4.1698 4.4865 -3.9653  0.10
76 H 1.6474 5.8028 -2.4777  0.11
77 H 0.6439 4.4176 -2.8590  0.12
78 H 2.5759 5.7161 -4.8535  0.06
79 H 0.8177 5.8960 -4.8326  0.08
80 H 1.5572 4.3114 -5.1679  0.08